Record 1
Computed, not measured: a cluster of 8 separate species, C29H72N5O22S7 in total, with ωB97M-V/def2-TZVPD.

```
! RIJCOSX wB97M-V def2-TZVPD def2/J DEFGRID3
* xyz 1 1
N -0.653 -1.756 2.414
C -2.074 -1.953 2.663
N -2.386 -1.674 4.061
N -2.421 -3.330 2.291
C -2.871 -0.922 1.846
C -2.393 -0.717 0.440
C -1.727 -1.767 -0.245
N -1.302 -1.688 -1.484
N -1.524 -0.539 -2.086
C -2.120 0.509 -1.544
C -2.593 0.475 -0.235
C -3.258 1.678 0.373
C -2.226 2.672 0.930
O -1.165 2.963 0.037
H -0.336 -0.920 2.900
H -0.151 -2.525 2.850
H -1.978 -2.396 4.647
H -3.394 -1.713 4.197
H -3.135 -3.387 1.578
H -2.747 -3.828 3.109
H -3.928 -1.213 1.832
H -2.812 0.024 2.384
H -1.522 -2.705 0.253
H -1.208 -0.493 -3.054
H -2.229 1.387 -2.167
H -3.913 2.160 -0.357
H -3.872 1.347 1.209
H -2.734 3.598 1.209
H -1.763 2.236 1.816
H -1.520 3.187 -0.828
O -1.203 2.647 -6.344
S -0.317 1.549 -6.593
O -0.445 0.386 -5.751
O 1.171 2.062 -6.575
C 1.619 2.865 -5.448
C 1.880 2.036 -4.209
C -0.380 1.068 -8.279
H 0.888 3.653 -5.268
H 2.530 3.337 -5.799
H 0.959 1.617 -3.803
H 2.338 2.669 -3.449
H 2.553 1.209 -4.433
H -0.265 1.956 -8.894
H -1.353 0.610 -8.439
H 0.415 0.351 -8.465
O 2.330 -0.613 3.750
S 3.116 -1.764 3.395
O 2.954 -2.967 4.153
O 4.640 -1.362 3.328
C 5.219 -0.710 4.497
C 5.522 -1.682 5.614
C 2.908 -2.117 1.685
H 4.553 0.090 4.820
H 6.127 -0.249 4.119
H 4.613 -2.097 6.045
H 6.070 -1.159 6.398
H 6.130 -2.510 5.249
H 3.050 -1.200 1.120
H 1.897 -2.494 1.549
H 3.631 -2.874 1.392
O 5.788 2.905 5.289
S 5.386 4.052 6.048
O 5.195 3.918 7.458
O 4.078 4.659 5.383
C 2.980 3.743 5.129
C 2.208 3.394 6.382
C 6.460 5.404 5.728
H 3.372 2.854 4.633
H 2.355 4.278 4.417
H 2.808 2.802 7.070
H 1.325 2.816 6.108
H 1.892 4.299 6.902
H 6.578 5.513 4.654
H 7.410 5.162 6.199
H 6.032 6.298 6.173
O 3.771 -4.131 -1.628
S 4.541 -5.294 -1.970
O 4.374 -6.487 -1.201
O 6.072 -4.890 -2.016
C 6.624 -4.211 -0.858
C 6.887 -5.147 0.301
C 4.351 -5.662 -3.677
H 5.954 -3.395 -0.581
H 7.548 -3.774 -1.229
H 5.961 -5.538 0.720
H 7.421 -4.607 1.083
H 7.494 -5.992 -0.021
H 4.503 -4.753 -4.252
H 3.338 -6.036 -3.803
H 5.074 -6.426 -3.948
O 5.392 6.352 -7.475
S 4.629 6.371 -6.266
O 3.594 5.391 -6.089
O 4.030 7.818 -6.048
C 3.315 8.423 -7.161
C 1.923 7.858 -7.336
C 5.695 6.349 -4.869
H 3.917 8.313 -8.062
H 3.283 9.479 -6.904
H 1.950 6.819 -7.658
H 1.395 8.440 -8.091
H 1.368 7.910 -6.400
H 6.459 7.110 -5.003
H 6.142 5.358 -4.834
H 5.104 6.534 -3.976
O -5.952 -3.040 4.431
S -6.218 -4.341 4.986
O -5.130 -5.267 5.081
O -7.420 -4.996 4.200
C -7.347 -5.039 2.748
C -6.417 -6.120 2.242
C -7.009 -4.188 6.545
H -7.066 -4.051 2.383
H -8.373 -5.229 2.442
H -5.378 -5.906 2.490
H -6.511 -6.191 1.158
H -6.674 -7.083 2.681
H -7.841 -3.498 6.451
H -6.262 -3.803 7.236
H -7.344 -5.173 6.858
O -6.988 -2.261 -3.229
S -6.705 -1.727 -1.935
O -7.097 -2.448 -0.763
O -7.232 -0.238 -1.857
C -8.620 0.002 -2.241
C -9.600 -0.425 -1.173
C -4.987 -1.358 -1.801
H -8.805 -0.497 -3.192
H -8.659 1.075 -2.411
H -9.610 -1.506 -1.047
H -10.600 -0.101 -1.460
H -9.346 0.027 -0.214
H -4.684 -0.793 -2.680
H -4.473 -2.318 -1.767
H -4.823 -0.800 -0.886
*
```

Summary:
LUMO level: -3.859 eV
HOMO: -0.431 Eh

Record 2
Computed, not measured: a cluster of 9 separate species, C29H73IO10 in total, with ωB97M-V/def2-TZVPD.

```
! RIJCOSX wB97M-V def2-TZVPD def2/J DEFGRID3
* xyz 0 1
C -5.981 -0.600 4.211
O -4.930 -1.263 4.902
C -5.049 -2.615 4.925
O -5.286 -3.274 3.923
C -4.899 -3.250 6.277
C -3.784 -2.689 7.172
C -2.559 -2.182 6.445
I -1.425 -3.793 5.595
H -6.888 -0.580 4.806
H -5.696 0.424 4.034
H -6.206 -1.041 3.252
H -4.772 -4.309 6.112
H -5.841 -3.129 6.804
H -3.455 -3.502 7.811
H -4.160 -1.923 7.840
H -2.775 -1.449 5.686
H -1.885 -1.724 7.155
C -4.372 1.336 -0.763
C -4.199 1.203 0.743
C -2.873 0.549 1.094
O -5.285 0.459 1.300
H -4.364 0.350 -1.234
H -5.327 1.807 -1.000
H -3.570 1.932 -1.202
H -4.254 2.191 1.202
H -2.818 -0.461 0.681
H -2.764 0.462 2.176
H -2.031 1.119 0.704
H -5.264 -0.423 0.914
C 1.032 0.477 -1.967
C 1.204 0.339 -0.461
C 2.538 -0.296 -0.110
O 0.128 -0.427 0.086
H 1.054 -0.507 -2.443
H 0.070 0.935 -2.201
H 1.825 1.086 -2.402
H 1.138 1.326 0.000
H 2.609 -1.302 -0.530
H 2.643 -0.385 0.973
H 3.372 0.290 -0.497
H 0.167 -1.303 -0.308
C -10.953 -1.120 4.139
C -10.290 -1.469 5.462
C -11.320 -1.748 6.546
O -9.413 -0.419 5.870
H -11.559 -0.216 4.244
H -10.201 -0.925 3.374
H -11.600 -1.928 3.794
H -9.655 -2.346 5.330
H -11.937 -0.862 6.722
H -10.829 -1.998 7.486
H -11.977 -2.573 6.267
H -9.940 0.375 5.996
C 5.930 -3.874 -0.695
C 5.197 -3.319 -1.905
C 5.879 -3.707 -3.207
O 5.100 -1.896 -1.804
H 6.947 -3.478 -0.651
H 5.431 -3.573 0.225
H 5.982 -4.965 -0.727
H 4.169 -3.685 -1.912
H 6.894 -3.301 -3.242
H 5.339 -3.295 -4.059
H 5.939 -4.791 -3.320
H 5.997 -1.551 -1.771
C 6.403 0.665 2.361
C 5.891 -0.748 2.129
C 5.589 -1.457 3.440
O 6.832 -1.500 1.363
H 7.335 0.644 2.932
H 6.610 1.158 1.411
H 5.677 1.265 2.912
H 4.988 -0.710 1.520
H 6.497 -1.544 4.044
H 5.221 -2.466 3.253
H 4.842 -0.916 4.021
H 7.649 -1.556 1.868
C -0.759 4.082 -0.055
C 0.413 4.802 0.592
C 0.071 6.247 0.921
O 1.559 4.746 -0.258
H -1.033 4.561 -1.000
H -0.495 3.048 -0.281
H -1.634 4.080 0.597
H 0.700 4.280 1.505
H -0.175 6.797 0.008
H 0.922 6.745 1.385
H -0.781 6.309 1.599
H 1.339 5.200 -1.077
C 6.227 1.502 -5.911
C 5.802 0.043 -5.888
C 4.459 -0.129 -5.198
O 6.799 -0.758 -5.250
H 6.340 1.880 -4.891
H 7.190 1.614 -6.411
H 5.489 2.120 -6.424
H 5.737 -0.332 -6.911
H 4.517 0.197 -4.155
H 4.162 -1.179 -5.190
H 3.687 0.453 -5.702
H 6.876 -0.451 -4.342
C 2.048 3.190 -9.150
C 2.597 1.998 -8.381
C 1.800 0.734 -8.665
O 2.607 2.273 -6.980
H 1.015 3.391 -8.853
H 2.632 4.085 -8.936
H 2.067 3.011 -10.226
H 3.641 1.839 -8.655
H 0.760 0.863 -8.353
H 2.209 -0.109 -8.107
H 1.812 0.488 -9.727
H 1.699 2.420 -6.700
*
```

Summary:
LUMO level: 0.544 eV
HOMO: -0.338 Eh
SMILES: COC(=O)CCCI.CC(C)O.CC(C)O.CC(C)O.CC(C)O.CC(C)O.CC(C)O.CC(C)O.CC(C)O

Record 3
Computed, not measured: a cluster of 6 separate species, C29H73N5O6P in total, with ωB97M-V/def2-TZVPD.

```
! RIJCOSX wB97M-V def2-TZVPD def2/J DEFGRID3
* xyz 1 1
C -0.458 -3.483 -2.337
C 0.737 -3.142 -1.634
C 2.044 -2.403 -0.898
P 2.477 -0.787 -1.885
C 4.250 -0.149 -1.520
C 4.906 0.233 -3.007
C 5.540 1.755 -3.052
C 4.286 2.827 -3.322
C 4.728 4.343 -2.878
O 4.135 5.423 -3.696
C 3.006 6.008 -2.905
H -1.343 -3.491 -3.138
H 2.969 -3.121 -0.896
H 1.787 -2.041 0.200
H 1.436 0.160 -1.552
H 2.335 -1.108 -3.305
H 4.150 0.810 -0.826
H 4.866 -1.005 -0.990
H 5.731 -0.563 -3.336
H 4.085 0.190 -3.871
H 6.228 1.807 -4.007
H 6.120 2.039 -2.049
H 3.327 2.420 -2.756
H 4.036 2.784 -4.465
H 5.900 4.415 -3.034
H 4.528 4.441 -1.728
H 3.368 6.291 -1.818
H 2.184 5.147 -2.856
H 2.560 6.979 -3.396
C -2.683 -3.924 0.994
C -3.775 -3.678 -0.044
C -5.164 -3.397 0.574
O -5.833 -4.560 1.071
C -5.412 -4.969 2.364
N -3.818 -4.819 -0.971
H -2.738 -4.922 1.437
H -1.692 -3.838 0.532
H -2.736 -3.187 1.802
H -3.483 -2.786 -0.612
H -5.812 -3.003 -0.219
H -5.113 -2.619 1.344
H -5.150 -4.121 3.003
H -4.571 -5.661 2.280
H -6.238 -5.513 2.831
H -4.475 -4.605 -1.721
H -4.263 -5.597 -0.474
C 6.259 0.426 1.914
C 5.012 0.027 2.698
C 5.302 -0.364 4.165
O 5.876 -1.666 4.324
C 7.276 -1.719 4.100
N 4.320 -1.052 1.977
H 6.862 -0.435 1.612
H 5.978 0.953 0.994
H 6.894 1.100 2.500
H 4.351 0.903 2.718
H 4.345 -0.398 4.700
H 5.911 0.393 4.672
H 7.784 -0.807 4.427
H 7.478 -1.913 3.045
H 7.677 -2.562 4.669
H 3.436 -1.245 2.449
H 4.863 -1.910 2.123
C -2.006 -1.222 6.503
C -3.240 -1.946 5.970
C -3.076 -3.482 5.902
O -2.276 -3.940 4.808
C -0.877 -3.865 5.034
N -3.594 -1.382 4.658
H -1.206 -1.149 5.762
H -2.262 -0.196 6.793
H -1.607 -1.727 7.390
H -4.062 -1.735 6.666
H -4.069 -3.920 5.744
H -2.707 -3.890 6.851
H -0.614 -4.058 6.079
H -0.500 -2.890 4.718
H -0.393 -4.621 4.409
H -4.475 -1.796 4.354
H -2.913 -1.741 3.981
C -2.104 -0.122 -0.041
C -1.512 0.976 0.840
C -2.532 2.068 1.237
O -2.831 3.001 0.195
C -3.789 2.539 -0.746
N -0.341 1.551 0.162
H -2.238 0.195 -1.079
H -1.440 -0.995 -0.060
H -3.075 -0.454 0.344
H -1.170 0.495 1.765
H -2.089 2.663 2.046
H -3.452 1.632 1.644
H -4.552 1.906 -0.285
H -3.288 2.007 -1.558
H -4.281 3.413 -1.183
H 0.111 2.210 0.796
H -0.692 2.147 -0.595
C -2.392 4.737 -6.822
C -3.639 4.338 -6.038
C -3.349 3.946 -4.571
O -2.775 2.645 -4.412
C -1.374 2.592 -4.636
N -4.330 3.258 -6.759
H -1.789 3.876 -7.124
H -2.672 5.264 -7.742
H -1.757 5.411 -6.236
H -4.299 5.214 -6.018
H -4.306 3.912 -4.036
H -2.739 4.704 -4.064
H -0.867 3.504 -4.309
H -1.173 2.398 -5.692
H -0.973 1.749 -4.067
H -5.214 3.066 -6.287
H -3.788 2.401 -6.613
*
```

Summary:
LUMO level: -2.951 eV
HOMO: -0.401 Eh

Record 4
Computed, not measured: a cluster of 6 separate species, C29H74F6N5O4P in total, with ωB97M-V/def2-TZVPD.

```
! RIJCOSX wB97M-V def2-TZVPD def2/J DEFGRID3
* xyz 4 1
C -2.086 4.977 -10.082
C -0.786 4.191 -9.769
O 0.150 3.988 -10.574
N -0.755 3.635 -8.371
H 0.100 3.950 -7.935
H -1.526 3.990 -7.822
C -0.752 2.116 -8.358
H -2.561 5.642 -9.360
H -2.702 4.297 -10.670
H -1.850 5.800 -10.756
H -0.750 1.827 -7.307
H 0.149 1.777 -8.871
H -1.671 1.683 -8.751
C -8.750 1.396 -0.562
N -7.710 1.617 0.533
C -7.386 0.305 1.324
C -6.400 2.212 -0.088
C -8.211 2.694 1.532
C -9.555 2.355 2.269
O -10.632 2.921 1.554
H -9.685 0.964 -0.203
H -8.191 0.782 -1.269
H -9.044 2.363 -0.970
H -6.567 0.441 2.031
H -6.990 -0.306 0.513
H -8.283 -0.102 1.792
H -5.979 1.431 -0.722
H -5.769 2.337 0.792
H -6.496 3.108 -0.701
H -8.241 3.586 0.906
H -7.498 2.865 2.339
H -9.479 2.864 3.230
H -9.816 1.304 2.398
H -11.382 2.902 2.154
C 3.119 3.786 1.391
N 3.184 5.120 0.616
C 4.536 5.154 -0.169
C 2.048 5.162 -0.382
C 3.300 6.361 1.558
C 2.074 6.458 2.462
O 1.948 5.347 3.316
H 3.545 2.943 0.849
H 2.119 3.547 1.754
H 3.861 3.787 2.189
H 4.590 4.233 -0.748
H 5.321 5.218 0.585
H 4.531 5.985 -0.875
H 1.095 4.943 0.100
H 2.209 4.335 -1.074
H 2.151 6.115 -0.902
H 3.357 7.187 0.849
H 4.189 6.370 2.188
H 1.111 6.533 1.957
H 2.176 7.306 3.139
H 1.074 5.339 3.712
C 5.648 -4.145 -6.004
N 5.591 -4.720 -4.576
C 4.231 -5.469 -4.411
C 6.756 -5.703 -4.347
C 5.612 -3.570 -3.523
C 6.954 -2.862 -3.201
O 7.836 -3.750 -2.564
H 4.791 -3.484 -6.138
H 5.796 -4.987 -6.680
H 6.552 -3.536 -5.986
H 3.464 -4.961 -4.996
H 3.893 -5.486 -3.374
H 4.392 -6.471 -4.807
H 6.679 -6.017 -3.306
H 7.743 -5.260 -4.481
H 6.568 -6.574 -4.975
H 5.194 -3.931 -2.584
H 4.887 -2.809 -3.813
H 6.731 -1.964 -2.624
H 7.353 -2.422 -4.115
H 8.114 -3.309 -1.758
C -2.865 -4.907 2.269
C -2.020 -4.895 3.526
C -1.181 -3.624 3.739
C -0.570 -3.690 5.117
N 0.098 -2.374 5.622
C 0.435 -2.532 7.136
C 0.559 -1.103 7.672
C -0.505 -0.399 6.934
C -0.862 -1.164 5.701
C 1.365 -1.976 4.769
C 2.557 -2.922 4.746
C 3.630 -2.457 3.680
H -2.305 -4.781 1.343
H -3.569 -4.083 2.390
H -3.517 -5.776 2.184
H -1.404 -5.793 3.568
H -2.731 -4.954 4.350
H -1.785 -2.729 3.594
H -0.403 -3.541 2.980
H 0.192 -4.435 5.350
H -1.356 -3.784 5.866
H 1.389 -3.035 7.293
H -0.327 -3.232 7.477
H 1.533 -0.754 7.330
H 0.574 -1.048 8.760
H -0.268 0.628 6.656
H -1.358 -0.338 7.610
H -0.823 -0.561 4.794
H -1.887 -1.533 5.697
H 1.739 -1.031 5.162
H 0.909 -1.591 3.857
H 2.278 -3.972 4.655
H 3.079 -2.853 5.700
H 4.052 -1.472 3.881
H 3.349 -2.475 2.627
H 4.437 -3.176 3.820
P -0.269 -1.004 -1.759
F 0.410 -2.339 -1.158
F -0.057 -1.704 -3.223
F -1.707 -1.717 -1.686
F -0.931 0.297 -2.374
F -0.376 -0.473 -0.252
F 1.272 -0.408 -1.877
*
```

Summary:
LUMO level: -7.504 eV
HOMO: -0.623 Eh